No. 1
{"formula": "C5H9N4S3", "method": "wB97M-V/def2-TZVPD", "elements": ["H", "S", "H", "C", "S", "H", "H", "C", "N", "N", "H", "N", "C", "S", "N", "H", "H", "H", "C", "H", "C"], "xyz": [[-1.572805, -0.829077, -1.592185], [2.858639, 0.349536, 0.200527], [2.928114, -0.919352, 2.226483], [-0.524757, -0.421631, 0.421406], [-2.411980, 1.225754, -0.896407], [-0.473611, 2.485674, -0.941552], [-1.037632, 2.390049, 0.608157], [2.932993, -0.934165, 1.156654], [3.414881, -4.320596, 0.646153], [3.276483, -3.333524, 1.509952], [-1.822747, 3.552744, -0.401870], [3.456629, -3.943163, -0.572968], [3.128902, -2.252017, 0.718846], [0.265695, 0.583038, -2.130881], [3.277315, -2.582118, -0.560786], [3.059241, -2.018907, -1.330225], [0.072484, 0.499157, 0.587591], [-1.338917, -0.408913, 1.160795], [-1.450006, 2.585674, -0.359295], [0.220303, -1.174527, 0.457443], [-1.021447, -0.007539, -1.058096]], "forces_ev_per_a": [[0.664, 0.486, 0.616], [-0.295, 2.943, -1.946], [-0.024, 0.525, 0.684], [-0.160, 3.264, -1.731], [-0.355, -0.568, -0.519], [-1.257, 0.712, 0.161], [-0.299, 0.110, 1.106], [0.179, -2.562, 1.784], [0.804, -1.313, -0.371], [-0.565, 0.752, -0.723], [-1.079, 1.531, -0.386], [-0.410, -0.135, -0.935], [0.040, 1.454, 1.009], [0.358, -0.395, -0.013], [0.314, -2.214, 1.670], [-0.129, 0.685, -1.242], [-0.112, -0.559, 0.741], [0.209, -0.540, -0.520], [3.362, -1.512, -0.208], [0.208, -1.136, -0.020], [-1.454, -1.529, 0.845]], "orbital_gap_ev": [5.287, 5.195], "charge": -1, "spin_multiplicity": 3, "max_force_ev_per_a": 3.70, "e_lumo_ev": [2.738, 0.826]}

---

No. 2
{"formula": "C46H116Li2N11O14", "method": "wB97M-V/def2-TZVPD", "elements": ["O", "C", "H", "H", "H", "H", "H", "O", "C", "H", "H", "H", "H", "H", "H", "C", "C", "H", "C", "C", "O", "H", "H", "C", "H", "H", "H", "H", "H", "N", "O", "C", "H", "H", "C", "H", "H", "H", "H", "C", "H", "H", "N", "H", "H", "H", "H", "H", "H", "H", "O", "H", "H", "H", "C", "H", "H", "H", "H", "H", "H", "H", "H", "O", "N", "H", "C", "H", "H", "H", "C", "H", "H", "H", "C", "H", "C", "H", "H", "H", "O", "H", "H", "O", "C", "O", "H", "H", "H", "C", "H", "H", "C", "H", "H", "Li", "C", "C", "H", "Li", "C", "C", "H", "H", "O", "H", "H", "C", "H", "H", "H", "H", "O", "C", "C", "N", "H", "H", "H", "C", "C", "O", "H", "H", "C", "H", "H", "H", "C", "H", "H", "H", "N", "N", "C", "H", "C", "C", "H", "H", "H", "H", "H", "C", "H", "H", "H", "H", "N", "H", "N", "O", "H", "H", "H", "H", "C", "H", "C", "C", "C", "H", "N", "H", "H", "N", "H", "H", "C", "H", "N", "C", "H", "H", "H", "C", "H", "H", "C", "C", "H", "C", "H", "C", "H", "C", "C", "H", "O"], "xyz": [[-4.296616, 0.216973, 3.539891], [3.815598, 5.520032, 2.800684], [-3.687762, -3.899356, 0.393335], [-1.057760, 3.289395, 5.536474], [7.812039, 0.527158, 0.280418], [3.533492, -4.723493, -0.590802], [2.413599, -2.588779, 3.382781], [3.659862, 0.830145, 5.986748], [1.230943, 0.658085, 0.085336], [5.088659, 3.645079, -0.459604], [-0.188830, 3.562997, -2.664140], [6.302418, 0.029165, -0.476884], [1.284005, 1.667858, -1.825034], [-4.067730, 4.605375, 4.255809], [-4.447502, -1.587155, 5.163568], [-4.130768, -6.155456, 2.144288], [-5.125324, 0.905673, -5.753922], [0.863789, -4.398630, 3.034036], [5.326362, 2.659584, -0.913343], [-2.275235, 3.435723, -2.962704], [-3.205180, -2.161223, -6.549570], [-3.337466, 0.573658, -3.926823], [0.281805, 3.543216, 3.584249], [7.117761, 0.766689, -0.496357], [3.647309, 2.666548, -2.862365], [2.828693, 3.453345, 1.652698], [-1.922552, 2.092029, -1.164087], [1.363469, -3.017657, 1.196483], [4.352713, 2.023249, -0.795251], [3.195153, 3.159443, 2.553162], [2.606120, -4.626048, 1.262845], [3.138104, -2.315016, 4.202381], [-5.532172, -2.178607, -0.089370], [3.792292, 6.353415, 3.549886], [0.978965, 0.856458, -1.266842], [-5.611680, -4.169637, 1.560701], [4.938543, 2.744898, -4.209845], [3.203952, -3.141346, 0.064628], [0.766252, 5.409614, -5.410259], [0.802191, -2.289570, -5.745785], [-0.970049, -1.453287, -6.052915], [-4.645533, 1.826021, -5.567429], [-2.221372, 2.437052, -4.009863], [-4.053518, -0.723262, -3.446553], [2.665828, 7.290283, 0.265366], [4.496945, -4.296729, 0.793105], [-0.262879, 6.704078, -4.736782], [-1.556016, -4.079589, 2.643878], [-1.097005, 1.217664, 2.154635], [4.447781, 4.156712, -3.218768], [5.672158, 2.717698, -2.266197], [0.273542, -3.547883, -7.499845], [-4.337681, -3.715383, 3.790263], [-4.445325, -4.998509, -2.238268], [1.331993, -4.071258, 1.072249], [1.002596, -4.342227, 0.081038], [2.922767, -0.569501, 2.173433], [2.676048, -2.685195, 5.124733], [5.120174, -0.129461, 4.726349], [7.561262, 0.754890, -1.537174], [0.867555, 5.797220, -3.612194], [1.310270, -3.155245, -5.168111], [-1.466018, -2.946663, -1.381636], [0.834876, 0.109187, -6.010712], [0.735338, 1.491330, 4.002085], [-1.978374, 2.960979, -4.851903], [-0.665715, -1.043777, 0.068200], [5.166821, 1.311533, 1.304242], [-1.101614, 5.141377, -2.260320], [4.447319, 7.127980, 0.640036], [-5.202135, -2.919504, -0.829198], [4.469821, -0.254394, 2.652546], [-4.140264, -5.972485, -0.984475], [-5.576960, 0.928352, -6.720209], [0.446194, -0.511420, 0.781025], [-2.872977, 4.829180, 5.585960], [4.192986, -0.296701, 5.317136], [-2.940867, 3.475271, -0.875132], [-5.963297, 0.768540, -5.000855], [4.094639, -2.816092, 4.146845], [0.779769, -0.939406, 1.911130], [3.298343, 7.859445, 1.758102], [1.125003, -6.558842, 2.200204], [3.071899, 5.802072, 1.638914], [3.242176, -0.805498, 4.228255], [-0.782050, 4.703968, -4.326158], [-1.798381, -2.188975, -8.081417], [-0.618884, -4.340843, -1.724536], [-1.729301, 1.753288, 4.892838], [-3.665283, -1.830130, 4.452609], [0.711055, 2.103428, -5.424542], [-0.363967, -6.435274, 1.195121], [-2.662538, 2.773507, -1.631241], [-2.592265, -0.157203, -6.692453], [-3.466393, -2.616760, -8.588813], [-1.488319, -0.853589, -4.104148], [-4.315961, -0.392957, -5.472046], [-1.394148, 2.739619, 4.647681], [-1.971707, -1.741498, 5.921615], [2.361525, 1.304851, 2.622737], [3.527982, -4.107511, 0.347072], [-4.133781, -1.141398, 3.175306], [-0.575827, -6.370756, 2.923679], [-3.706574, 0.765115, 1.651925], [-0.222507, 0.285311, -3.215151], [1.586978, -0.780027, -4.326392], [-5.451925, 0.853234, 1.977675], [-0.008586, 0.207594, -1.989832], [-2.600360, -3.751848, -7.633481], [-5.188788, -1.557844, 2.913494], [1.895427, 1.686915, -6.765937], [-6.492421, -5.073124, 0.272326], [2.128179, 1.224975, 0.705669], [-2.240898, -1.341023, 4.927578], [6.445408, 2.056972, -0.035896], [5.948454, 2.010010, 1.315222], [4.716710, 0.595398, 7.780298], [-3.156680, 4.116160, -3.145809], [-2.338975, -0.284484, 5.024044], [0.967137, -2.718151, -7.194056], [3.396203, 7.067297, 1.053621], [-2.402679, 3.490012, 3.962130], [3.305632, 4.845008, 5.427395], [-0.601542, -2.812241, 2.160207], [-5.527208, -4.862278, 0.747866], [0.093248, 2.396856, 1.540118], [-1.429790, 3.048475, 2.064304], [-3.285398, -5.430408, 1.933464], [-3.467184, -0.786596, -6.656535], [-3.796916, 3.332180, 5.451503], [-3.606851, -7.142165, 2.135044], [-3.620179, 2.329996, -1.832331], [3.503240, -0.164083, 2.918060], [-3.519649, -3.270890, 4.187059], [0.133416, -6.061015, 2.088348], [-3.421541, -3.689348, 5.110357], [1.503775, 1.338861, -5.771514], [-4.462671, 1.040218, 2.400015], [5.541155, 1.486262, 6.424400], [2.773480, 3.196224, 5.249045], [-4.560342, -2.414951, -1.491494], [-1.158241, -2.994437, -5.613173], [2.292437, 1.212732, -5.027762], [-0.692763, 2.253948, 2.276680], [6.628965, 1.646434, 1.914656], [0.119124, 0.662316, 3.794078], [-2.233545, -4.423350, -1.186988], [-6.128505, -3.164102, -1.331231], [-0.625087, -2.136508, -5.401048], [2.123850, 4.673947, 3.384530], [-3.532926, -0.351046, -4.216505], [-1.739393, -1.389914, -1.941528], [0.901428, 1.386432, 4.986940], [-5.099981, -1.174702, -5.318807], [-1.137474, -4.012164, -0.082659], [4.219409, 2.269626, 7.250744], [-2.735801, -2.686235, -7.809407], [-4.502359, -5.958586, 3.197609], [-0.864575, -0.790080, -1.268561], [1.510395, -0.972423, -5.416942], [-4.570642, -4.162225, -0.238937], [1.973217, -3.186426, -7.345426], [-4.057348, -5.047184, -1.322985], [4.919560, 5.350943, 2.566070], [-3.419722, -1.232566, 2.337786], [-0.871625, -3.756530, 1.915232], [4.438664, 3.636953, 4.982920], [4.506816, -1.073171, 6.041736], [0.377983, -4.586116, 2.123143], [-4.042810, -0.541233, -7.531516], [-1.328160, -3.952055, -1.086944], [3.431709, 3.989698, 4.816268], [-1.404746, 1.872012, -3.770798], [2.308759, -0.412700, 4.584827], [-1.403974, -1.637266, 0.562513], [-3.314443, 4.097813, 4.868605], [4.125658, 2.843193, 2.256351], [-4.334134, 2.062515, 2.624117], [-0.996192, 4.277471, -2.996737], [0.196459, 5.707288, -4.491848], [7.138210, 2.937531, -0.023829], [4.612524, 3.077024, -3.197860], [2.532282, -1.091047, -5.741049], [-0.213424, 2.558063, 3.658604], [0.832406, -1.837742, -7.851474], [4.608475, 1.304102, 6.936322], [3.127057, 4.300028, 3.428654], [-1.505700, -1.641845, 4.220593], [-5.096358, -6.161134, 1.130470]], "forces_ev_per_a": [[0.379, 0.297, -0.287], [1.465, 0.101, 0.904], [-0.366, 0.151, -0.480], [-0.068, -0.215, 0.013], [0.806, -0.470, 0.154], [-0.160, 0.352, 0.417], [1.083, -0.028, 0.591], [0.654, -0.641, -0.406], [0.052, -1.514, -0.494], [0.056, -0.228, -0.405], [-0.199, 0.871, -0.171], [0.298, -0.259, -0.093], [1.730, 1.813, -0.638], [0.178, -0.044, 0.197], [0.046, -0.041, 0.563], [1.982, -0.151, 0.715], [-1.394, -1.947, 2.106], [0.442, 0.589, 1.651], [-2.136, -1.268, 0.699], [-1.238, 1.148, 0.420], [0.296, -0.280, -1.275], [0.342, 1.683, -0.044], [0.148, -0.431, 0.241], [-1.212, 0.301, -1.149], [0.295, -0.406, -0.305], [-0.339, -0.005, -0.071], [-0.398, 0.101, -0.567], [0.125, 1.214, -0.210], [1.318, 0.793, -0.106], [-0.206, -0.953, -1.210], [-0.270, -0.259, 0.669], [-1.337, -0.244, -0.402], [0.385, -0.239, 0.217], [-0.157, -0.261, -0.643], [-1.513, -0.325, -0.254], [-0.405, 0.200, 0.901], [-0.393, 0.066, 0.866], [0.547, 1.529, -0.115], [-0.119, 0.354, 0.893], [0.352, -1.324, 0.770], [-0.256, 0.250, -0.508], [0.887, 0.903, 0.291], [0.094, -0.018, -0.238], [-0.253, -0.543, 0.271], [0.293, -0.402, 0.054], [0.341, 0.873, -0.043], [0.252, -0.815, 0.512], [0.585, 0.729, -0.851], [-0.018, 0.847, 0.180], [0.293, 0.158, 0.012], [-0.226, 0.172, -0.936], [0.297, 0.922, 0.430], [-0.314, 0.288, -0.070], [-0.762, 0.442, -0.405], [0.255, -1.365, 0.352], [-0.382, 0.013, -0.655], [0.215, -0.208, 0.451], [0.036, 0.203, 0.016], [0.106, 0.798, 0.663], [-0.390, 0.296, 1.350], [-0.320, -0.067, -0.545], [-1.045, 1.567, -0.200], [-0.267, 0.134, 0.079], [0.056, -0.398, -0.043], [-1.564, -1.349, -0.529], [-0.013, -0.413, -0.022], [0.607, 0.688, 0.427], [0.758, 0.685, 0.243], [0.369, -0.867, -0.897], [-1.004, -0.372, 0.328], [-1.103, -0.049, 1.247], [0.297, -0.183, -0.044], [-0.016, -1.301, 0.170], [-0.246, -0.159, -0.767], [-0.684, -0.336, 0.248], [0.113, -0.406, -0.644], [0.740, -0.628, -1.005], [0.275, 0.943, 0.547], [0.665, 0.858, -0.883], [0.271, -0.164, -0.531], [0.128, 0.866, -0.684], [-0.045, 0.639, 0.925], [-0.893, 0.096, -0.001], [0.371, 0.925, -0.400], [-0.184, 0.154, 0.727], [-0.256, 0.098, 0.521], [-0.096, -0.202, -0.222], [-0.373, -0.085, 0.761], [-0.652, -0.659, 0.489], [1.356, -0.429, -0.837], [1.372, -1.094, -0.326], [0.152, 0.174, -0.408], [0.700, 0.106, -0.157], [0.897, 0.184, -0.009], [-0.555, 0.470, -0.493], [-0.115, -0.111, 0.876], [-0.833, 0.402, 0.284], [0.714, 0.744, -1.281], [-0.233, -0.006, -0.436], [-0.554, 0.874, 0.134], [0.037, -2.435, -0.732], [-1.271, 0.142, 0.604], [1.090, 0.329, -0.708], [-0.073, 0.135, -0.086], [0.031, 0.775, -0.499], [-0.350, -0.368, -0.359], [-0.129, 0.170, -0.200], [0.106, -1.268, 0.446], [0.376, -0.019, -0.065], [1.647, 0.339, -0.042], [0.014, -0.123, 1.041], [0.021, 0.477, 0.103], [0.443, 0.490, 0.951], [-2.262, -0.538, 0.727], [0.995, 2.518, -1.394], [-2.808, -0.758, -0.776], [0.068, 0.382, -0.341], [0.869, -0.445, -0.258], [0.376, 0.891, 0.004], [0.552, -0.597, -0.913], [0.565, -0.610, -0.870], [0.370, 0.216, 1.027], [-0.122, 1.036, 0.695], [-0.156, 0.369, 0.047], [-0.057, -0.746, -1.585], [0.233, -0.131, 0.086], [-0.057, -0.815, -0.297], [-0.960, -0.414, 0.231], [-1.035, -0.012, 0.932], [-0.401, -0.386, 0.375], [-0.707, 0.558, 0.124], [-0.233, -1.007, -0.096], [0.109, -0.659, 0.477], [0.058, -0.205, 0.715], [-0.495, -1.100, 0.967], [0.183, -0.311, -0.250], [-1.402, 1.312, -0.864], [-0.051, -1.593, -0.598], [0.614, -0.071, 0.058], [0.369, 0.518, -0.617], [0.981, 0.560, -0.944], [0.449, 0.678, 0.142], [-0.052, 0.252, -0.055], [-0.990, 0.467, -0.896], [1.296, -0.574, 1.170], [1.253, 0.415, 0.200], [-0.634, -0.467, -0.706], [-0.181, -0.329, -0.453], [0.155, -0.985, 0.381], [-1.037, -0.194, 0.073], [0.027, -1.053, -0.791], [-0.582, -0.637, -0.834], [0.310, 0.421, 0.680], [0.776, 0.296, -0.413], [0.737, 0.221, 0.637], [0.071, -0.061, 0.418], [0.268, -0.276, 1.459], [0.006, -0.168, -1.232], [-0.170, -0.050, 0.557], [-0.027, -0.634, 0.903], [0.479, -0.199, -0.101], [-0.586, 0.772, -0.027], [0.768, 0.822, 1.318], [-1.158, 0.010, 0.112], [-0.242, -0.186, 0.142], [0.032, -1.862, 1.226], [0.524, -0.150, -0.128], [-0.572, 0.091, -0.145], [-1.108, 0.551, -1.677], [-0.266, -0.211, -0.756], [0.117, 0.292, -0.811], [0.112, -1.493, 1.730], [0.012, -0.194, -0.373], [-0.861, 0.022, -0.184], [-0.072, -0.488, 0.370], [-0.050, 0.365, -0.261], [0.226, 0.580, 0.782], [0.085, 1.088, 0.643], [-0.171, -0.185, 1.492], [0.430, 0.420, -1.045], [0.279, -0.986, -0.110], [0.686, -0.118, 0.756], [0.621, 0.282, -0.593], [0.300, 1.032, 0.340], [0.093, -0.591, 0.035], [-0.848, 0.174, -0.112], [0.296, 0.961, -1.767], [0.648, -0.099, -0.704], [0.101, 0.470, 0.304]], "orbital_gap_ev": 7.656, "charge": 1, "max_force_ev_per_a": 3.19, "e_lumo_ev": -2.050}

---

> What is the formula in the second record?

C46H116Li2N11O14

---

Copy entry 1 word for word.
{"formula": "C5H9N4S3", "method": "wB97M-V/def2-TZVPD", "elements": ["H", "S", "H", "C", "S", "H", "H", "C", "N", "N", "H", "N", "C", "S", "N", "H", "H", "H", "C", "H", "C"], "xyz": [[-1.572805, -0.829077, -1.592185], [2.858639, 0.349536, 0.200527], [2.928114, -0.919352, 2.226483], [-0.524757, -0.421631, 0.421406], [-2.411980, 1.225754, -0.896407], [-0.473611, 2.485674, -0.941552], [-1.037632, 2.390049, 0.608157], [2.932993, -0.934165, 1.156654], [3.414881, -4.320596, 0.646153], [3.276483, -3.333524, 1.509952], [-1.822747, 3.552744, -0.401870], [3.456629, -3.943163, -0.572968], [3.128902, -2.252017, 0.718846], [0.265695, 0.583038, -2.130881], [3.277315, -2.582118, -0.560786], [3.059241, -2.018907, -1.330225], [0.072484, 0.499157, 0.587591], [-1.338917, -0.408913, 1.160795], [-1.450006, 2.585674, -0.359295], [0.220303, -1.174527, 0.457443], [-1.021447, -0.007539, -1.058096]], "forces_ev_per_a": [[0.664, 0.486, 0.616], [-0.295, 2.943, -1.946], [-0.024, 0.525, 0.684], [-0.160, 3.264, -1.731], [-0.355, -0.568, -0.519], [-1.257, 0.712, 0.161], [-0.299, 0.110, 1.106], [0.179, -2.562, 1.784], [0.804, -1.313, -0.371], [-0.565, 0.752, -0.723], [-1.079, 1.531, -0.386], [-0.410, -0.135, -0.935], [0.040, 1.454, 1.009], [0.358, -0.395, -0.013], [0.314, -2.214, 1.670], [-0.129, 0.685, -1.242], [-0.112, -0.559, 0.741], [0.209, -0.540, -0.520], [3.362, -1.512, -0.208], [0.208, -1.136, -0.020], [-1.454, -1.529, 0.845]], "orbital_gap_ev": [5.287, 5.195], "charge": -1, "spin_multiplicity": 3, "max_force_ev_per_a": 3.70, "e_lumo_ev": [2.738, 0.826]}